*P*
{
  "formula": "C6H8ClN",
  "method": "ωB97M-V with the def2-TZVPD basis set",
  "symbols": ["Cl", "N", "C", "C", "C", "C", "C", "C", "H", "H", "H", "H", "H", "H", "H", "H"],
  "positions_angstrom": [[-2.11915, 0.17372, 0.11602], [1.10799, 1.83762, -0.04124], [0.66585, 0.70847, -0.70473], [1.38612, -0.70980, -0.59310], [-0.38165, -0.23145, 0.02733], [1.58145, -0.73264, 0.90396], [0.01528, -1.35612, -0.97207], [0.34984, -0.42114, 1.40133], [0.28934, 2.45353, 0.01970], [2.35237, -0.90681, -1.15285], [-0.06496, -0.23956, 2.41869], [-0.41213, -1.14166, -1.99536], [0.04399, 1.03253, -1.73677], [2.61334, -0.71604, 1.42816], [-0.17910, -2.36099, -0.60407], [1.92539, 2.51844, -0.43758]],
  "gap_ha": 0.37143,
  "e_homo_ev": -9.1614,
  "lumo_energy_ha": 0.035,
  "total_charge": 0
}

***

*Q*
{
  "formula": "C6H8ClN",
  "method": "ωB97M-V with the def2-TZVPD basis set",
  "symbols": ["Cl", "N", "C", "C", "C", "C", "C", "C", "H", "H", "H", "H", "H", "H", "H", "H"],
  "positions_angstrom": [[-3.13389, -1.20907, 0.04309], [2.50127, 0.08564, -0.33764], [-0.49754, 0.81018, -0.08856], [-3.03450, 0.50082, -0.00868], [2.11749, -0.60513, 0.84161], [-0.03492, -0.33034, -0.53640], [-1.91456, 1.23344, -0.01323], [1.39144, -0.83340, -0.41765], [-2.06024, 2.34752, -0.00685], [0.20589, 1.47450, 0.44714], [1.56774, -1.74600, -0.97472], [-3.97696, 1.01136, 0.18959], [-0.70194, -0.92034, -1.18238], [2.68338, -1.42996, 1.25381], [3.30768, -0.36932, -0.77041], [1.57966, -0.01990, 1.56130]],
  "gap_ha": 0.35208,
  "e_homo_ev": -8.6529,
  "lumo_energy_ha": 0.034,
  "smiles": "Cl/C=C\\C=C\\[C@@H]1CN1",
  "total_charge": 0
}

***

*Q* wins, 21.0 kcal/mol ahead of the next structure.

***

*P*
{
  "formula": "C3H8O2S",
  "method": "ωB97M-V with the def2-TZVPD basis set",
  "symbols": ["S", "O", "O", "C", "C", "C", "H", "H", "H", "H", "H", "H", "H", "H"],
  "positions_angstrom": [[-0.51200, 3.03948, -0.75899], [1.01129, -4.06903, 0.94100], [-0.28598, -1.81041, 1.14673], [0.10834, -1.09088, 0.02541], [-0.12883, 0.41020, 0.21078], [-0.09128, 1.28945, -1.03807], [1.16710, -1.27771, -0.21597], [-0.71499, 0.73647, -1.76316], [0.15123, -2.74320, 1.10754], [-1.09486, 0.56770, 0.69590], [0.88987, 1.29222, -1.53030], [0.61892, 0.73484, 0.94713], [1.87789, -3.69626, 1.15073], [-0.40425, -1.43288, -0.90202]],
  "gap_ha": 0.21430,
  "e_homo_ev": 0.1594,
  "lumo_energy_ha": 0.220,
  "total_charge": -2
}

***

*Q*
{
  "formula": "C3H8O2S",
  "method": "ωB97M-V with the def2-TZVPD basis set",
  "symbols": ["S", "O", "O", "C", "C", "C", "H", "H", "H", "H", "H", "H", "H", "H"],
  "positions_angstrom": [[-1.91670, 2.22452, 2.23147], [0.35102, -1.72942, -0.67509], [2.74285, -1.75756, -1.20529], [-0.24242, -0.46957, -0.65473], [-0.36817, 0.21546, 0.74032], [-1.29063, 1.41176, 0.61374], [-2.21719, 1.31739, 0.06286], [3.40432, -1.50999, -0.53622], [-1.27114, -0.59670, -1.05438], [-0.72440, 2.24090, 0.17816], [0.60649, 0.57269, 1.08259], [1.40072, -1.69064, -0.94329], [-0.70680, -0.47158, 1.51949], [0.23204, 0.24275, -1.35964]],
  "gap_ha": 0.21173,
  "e_homo_ev": 0.3148,
  "lumo_energy_ha": 0.223,
  "total_charge": -2
}

***

*P* wins, 5.6 kcal/mol ahead of the next structure.

***

*P*
{
  "formula": "C4H4S3",
  "method": "ωB97M-V with the def2-TZVPD basis set",
  "symbols": ["S", "S", "S", "C", "C", "C", "C", "H", "H", "H", "H"],
  "positions_angstrom": [[2.52781, -2.47461, 0.46369], [3.00824, 1.93840, -0.07721], [4.12658, 0.15374, 0.00040], [-0.26238, -0.57220, -0.44741], [2.80730, -0.94201, 0.11142], [0.91926, 0.26828, -0.41277], [1.34857, 1.45905, -0.15604], [-0.87544, -0.32665, -1.28587], [0.02593, -1.57844, -0.50908], [-0.83044, -0.60190, 0.40525], [0.77724, 2.33182, 0.24954]],
  "gap_ha": 0.28254,
  "e_homo_ev": -8.0955,
  "lumo_energy_ha": -0.015,
  "total_charge": 0
}

***

*Q*
{
  "formula": "C4H4S3",
  "method": "ωB97M-V with the def2-TZVPD basis set",
  "symbols": ["S", "S", "S", "C", "C", "C", "C", "H", "H", "H", "H"],
  "positions_angstrom": [[-1.74675, 0.97306, -0.59347], [0.66287, 2.68620, -0.05638], [2.12859, -0.36086, -0.65147], [0.52724, -0.15714, 0.49638], [-0.46188, -1.15610, 0.23211], [-1.66461, -0.67967, -0.26899], [-0.01077, 1.24129, -0.01694], [-2.58933, -1.32319, -0.54847], [-0.22288, -2.13445, 0.63919], [0.93946, -0.02803, 1.53555], [2.43806, 0.93890, -0.76751]],
  "gap_ha": 0.28825,
  "e_homo_ev": -8.5579,
  "lumo_energy_ha": -0.026,
  "smiles": "S=C1SC=C[C@H]1S",
  "total_charge": 0
}

***

*Q* wins, 48.6 kcal/mol ahead of the next structure.

***

*P*
{
  "formula": "CH6N2O2",
  "method": "ωB97M-V with the def2-TZVPD basis set",
  "symbols": ["O", "O", "N", "N", "C", "H", "H", "H", "H", "H", "H"],
  "positions_angstrom": [[-0.06722, 0.94343, 0.80054], [-2.56530, -0.40380, -0.83232], [2.07590, 0.38911, 0.35471], [0.33359, -0.94750, -0.45259], [0.71312, 0.13298, 0.35512], [0.46595, -1.91203, -0.23269], [-0.44624, -0.79187, -1.06924], [2.26821, 1.37083, 0.44794], [-3.09553, 0.35476, -1.08455], [-2.58986, -0.24985, 0.12205], [2.61012, -0.26820, -0.18029]],
  "gap_ha": 0.38206,
  "e_homo_ev": -9.5527,
  "lumo_energy_ha": 0.031,
  "smiles": "NC(N)=O.O",
  "total_charge": 0
}

***

*Q*
{
  "formula": "CH6N2O2",
  "method": "ωB97M-V with the def2-TZVPD basis set",
  "symbols": ["O", "O", "N", "N", "C", "H", "H", "H", "H", "H", "H"],
  "positions_angstrom": [[-0.14450, 1.21201, -0.83242], [-2.09601, -0.50398, 0.00313], [0.71897, 0.94073, 0.23621], [1.30384, -1.20386, -0.58787], [1.41274, -0.20398, 0.22906], [1.93367, -0.49022, 1.14996], [0.64382, -0.93797, -1.35513], [0.82010, 1.72018, 0.90229], [-2.22739, -0.29743, 0.88701], [-1.01227, 0.84996, -0.62373], [-1.35298, -1.08545, -0.00851]],
  "gap_ha": 0.36087,
  "e_homo_ev": -9.2375,
  "lumo_energy_ha": 0.021,
  "smiles": "[H]/N=C\\NO.O",
  "total_charge": 0
}

***

*P* wins, 59.1 kcal/mol ahead of the next structure.

***

*P*
{
  "formula": "C2H9N2O",
  "method": "ωB97M-V with the def2-TZVPD basis set",
  "symbols": ["O", "N", "N", "C", "C", "H", "H", "H", "H", "H", "H", "H", "H", "H"],
  "positions_angstrom": [[-1.98752, -0.91157, 0.50603], [1.48315, 1.45614, -1.23409], [0.25916, -0.67843, -1.06204], [1.10801, 0.28162, -0.36093], [-1.44335, -0.65292, 1.72497], [-0.37102, -0.88346, 1.45657], [0.53730, 1.91161, -1.33020], [-1.27764, 0.50285, 2.01206], [-0.67151, -0.76281, -0.61696], [1.68380, 0.99982, -2.14036], [0.01031, -0.53307, -1.99782], [0.52840, 0.55635, 0.51712], [2.08261, -0.23523, -0.16335], [-1.94168, -1.05091, 2.68898]],
  "gap_ha": 0.25095,
  "e_homo_ev": -2.3899,
  "lumo_energy_ha": 0.163,
  "total_charge": -1
}

***

*Q*
{
  "formula": "C2H9N2O",
  "method": "ωB97M-V with the def2-TZVPD basis set",
  "symbols": ["O", "N", "N", "C", "C", "H", "H", "H", "H", "H", "H", "H", "H", "H"],
  "positions_angstrom": [[0.01718, 1.03802, -1.07411], [-1.49078, -0.35557, 0.73714], [0.94341, -1.41126, 0.45683], [1.01191, 1.86753, -1.24864], [-0.61279, -1.34563, 1.34794], [1.42081, 1.72233, -2.29225], [0.75531, -1.80562, -0.45600], [-1.04669, -2.35715, 1.35710], [-0.15926, -0.90012, 2.28698], [0.65387, 2.96340, -1.22657], [-2.11377, -0.68947, 0.07738], [-1.06164, 0.60329, 0.41973], [1.87617, 1.80838, -0.57690], [0.97471, -0.41273, 0.04983]],
  "gap_ha": 0.26435,
  "e_homo_ev": -2.7195,
  "lumo_energy_ha": 0.164,
  "total_charge": -1
}

***

*P* wins, 7.1 kcal/mol ahead of the next structure.

***

*P*
{
  "formula": "C2H5O2S",
  "method": "ωB97M-V with the def2-TZVPD basis set",
  "symbols": ["S", "O", "O", "C", "C", "H", "H", "H", "H", "H"],
  "positions_angstrom": [[-0.82321, -1.01658, 1.11073], [0.87722, 1.34536, -0.85632], [-0.00334, 2.12735, 1.05059], [0.93377, 1.83131, 0.28813], [-0.64653, -1.59114, -0.59699], [-0.58968, 0.32464, 1.14494], [-1.59769, -1.89939, -0.99594], [1.98375, 2.02518, 0.64660], [-0.23497, -0.76658, -1.18247], [0.10068, -2.38015, -0.60928]],
  "gap_ha": 0.29974,
  "e_homo_ev": -4.3984,
  "lumo_energy_ha": 0.138,
  "total_charge": -1
}

***

*Q*
{
  "formula": "C2H5O2S",
  "method": "ωB97M-V with the def2-TZVPD basis set",
  "symbols": ["S", "O", "O", "C", "C", "H", "H", "H", "H", "H"],
  "positions_angstrom": [[1.37578, 0.67063, -0.30040], [-1.39809, 0.31967, 0.05581], [-3.15346, 0.66165, -1.25646], [1.60023, -0.69571, 0.92550], [-1.94767, 0.58959, -1.05772], [1.71121, -1.63995, 0.39765], [-0.21998, 0.48939, -0.04595], [-1.18153, 0.81511, -1.82887], [0.73170, -0.69423, 1.58228], [2.48180, -0.51616, 1.52817]],
  "gap_ha": 0.28343,
  "e_homo_ev": -3.7557,
  "lumo_energy_ha": 0.145,
  "total_charge": -1
}

***

*Q* wins, 3.3 kcal/mol ahead of the next structure.